C14H14BCl2F3N2O8 | ωB97M-V with the def2-TZVPD basis set

Multiplicity: 1
Frontier orbital gap in eV: 7.40
LUMO level in eV: -2.451
Total energy in eV: -67979.17391

Geometry as XYZ:
```
44
C14H14BCl2F3N2O8 ωB97M-V with the def2-TZVPD basis set
O -2.66 0.88 -4.36
C -2.13 -0.17 -4.28
O -0.72 -0.26 -4.08
C -0.61 -0.88 -2.79
C 0.86 -1.47 -2.58
C 1.28 -0.96 -1.15
C 1.27 -1.87 0.05
C 0.89 -3.39 -0.07
C 1.95 -4.18 -0.96
O 1.70 -5.15 -1.59
Cl 3.63 -3.45 -0.98
C 1.64 -1.26 1.35
F 1.65 -1.97 2.50
C 1.98 0.21 1.30
C 2.34 0.95 2.64
C 1.12 1.95 2.94
C 0.34 1.61 4.28
O 0.54 2.72 5.19
N 2.00 0.95 0.17
N 1.67 0.33 -0.93
Cl 1.70 1.33 -2.35
H -2.66 -1.17 -4.37
H -1.41 -1.64 -2.57
H -0.75 -0.06 -2.03
H 1.58 -1.14 -3.38
H 0.78 -2.58 -2.63
H -0.14 -3.50 -0.50
H 0.93 -3.90 0.94
H 2.53 0.22 3.47
H 3.24 1.61 2.47
H 0.36 1.84 2.10
H 1.44 3.03 2.91
H 0.67 0.64 4.74
H -0.78 1.55 4.10
H 0.35 3.55 4.73
B -3.62 1.66 -1.46
O -2.21 1.22 -1.28
C -1.86 1.48 -0.04
O -0.76 1.23 0.43
C -3.00 2.11 0.68
O -3.00 2.47 1.82
O -4.03 2.22 -0.16
F -4.43 0.56 -1.81
F -3.68 2.65 -2.46
```